[1]
{
  "formula": "C5H11O4Pb",
  "method": "ωB97M-V/def2-TZVPD",
  "elements": ["O", "Pb", "O", "C", "C", "O", "C", "C", "O", "C", "H", "H", "H", "H", "H", "H", "H", "H", "H", "H", "H"],
  "positions_angstrom": [[0.372109, 0.880899, 1.711304], [0.139751, 0.941720, -0.305095], [1.920276, 1.013961, -1.029819], [2.839510, 0.102092, -0.530546], [2.194150, -1.117456, 0.094060], [0.852456, -1.147290, -0.239425], [-0.002556, -2.170326, -0.693380], [-1.372030, -1.730532, -0.233502], [-1.581213, -0.352061, -0.522807], [-2.840466, 0.123305, -0.057219], [3.431892, 0.597357, 0.276853], [3.571327, -0.257574, -1.282416], [1.286370, 0.000968, 1.894224], [2.647608, -2.105219, -0.050246], [0.255000, -3.138984, -0.243261], [0.102998, -2.223036, -1.785276], [-1.406987, -1.824837, 0.865001], [-2.154445, -2.331332, -0.717798], [-2.926327, 1.193964, -0.266593], [-3.651404, -0.411160, -0.571618], [-2.939707, -0.025516, 1.027928]],
  "forces_ev_per_angstrom": [[4.587, -4.554, 2.743], [-3.992, 6.749, -0.127], [5.494, -0.971, -1.837], [0.926, 0.755, 0.933], [-0.165, -1.304, -1.360], [0.377, -0.726, 0.520], [0.362, -0.331, -0.276], [-0.676, -0.446, 0.564], [-2.456, -2.936, -0.637], [-0.638, -0.050, 0.247], [0.050, -0.332, -0.434], [-0.254, 0.145, 0.039], [-4.086, 4.058, -0.569], [0.130, 0.289, 0.429], [-0.092, 0.194, -0.111], [-0.184, -0.120, 0.158], [-0.165, -0.252, -0.282], [0.151, -0.023, 0.229], [0.292, -0.256, -0.076], [0.210, 0.119, 0.083], [0.129, -0.008, -0.234]],
  "lowdin_spin": [0.04, 0.01, 0.00, 0.08, 0.60, 0.16, 0.01, 0.00, 0.00, 0.00, 0.02, 0.03, 0.00, 0.04, 0.00, 0.00, 0.00, 0.00, 0.00, 0.00, 0.00],
  "total_charge": 0,
  "e_homo_ev": [-7.240, -7.284],
  "s2": 0.754,
  "e_lumo_ha": [0.0176, -0.0063],
  "spin_multiplicity": 2
}

=====

[2]
{
  "formula": "C5H11O5P",
  "method": "ωB97M-V/def2-TZVPD",
  "elements": ["C", "C", "C", "C", "C", "O", "O", "O", "O", "O", "P", "H", "H", "H", "H", "H", "H", "H", "H", "H", "H", "H"],
  "positions_angstrom": [[-1.173885, -1.286929, -1.024533], [-0.965734, -0.536809, 1.384208], [-1.899526, 1.102915, -0.345925], [-0.914591, -0.140112, -0.040941], [0.997230, 0.719352, -0.021367], [2.255534, -1.927649, 0.015598], [3.208916, -0.038225, 1.364394], [3.157736, 0.005831, -1.277951], [0.917151, 1.494620, -1.139411], [1.247820, 1.525353, 1.086559], [2.510943, -0.466736, 0.038603], [-1.568450, -0.848251, -2.011973], [-1.862315, -2.149669, -0.745207], [-0.234375, -1.768683, -1.195949], [-0.482888, 0.094153, 2.148568], [-0.756723, -1.607481, 1.508713], [-2.219053, -0.429021, 1.710637], [-2.907070, 0.882821, -0.006630], [-1.229281, 1.910535, 0.042024], [-1.891622, 1.237478, -1.394033], [1.776996, 1.169925, -1.489305], [2.033177, 1.056589, 1.393923]],
  "forces_ev_per_angstrom": [[-0.541, 0.450, -0.996], [-4.179, -0.314, 1.478], [3.511, -1.345, 0.930], [0.838, 2.137, 0.142], [-2.013, -1.098, 0.937], [-1.294, -1.536, 0.103], [-0.819, 0.525, -0.855], [-0.215, 0.812, 0.243], [0.280, -0.131, -0.729], [-2.789, 0.515, -0.733], [1.862, -0.198, -0.750], [0.644, -0.759, 1.250], [0.301, 1.224, 0.262], [0.776, -0.402, -0.407], [0.183, -0.241, -0.684], [0.334, 0.374, 0.197], [2.770, -0.542, -0.427], [-0.119, 0.458, 0.579], [-1.668, 0.085, 0.287], [-0.146, 0.206, -1.297], [0.668, 0.213, -1.105], [1.618, -0.432, 1.575]],
  "nbo_charge": [-0.65, -0.58, -0.67, -0.07, 0.26, -1.23, -1.22, -1.25, -0.81, -0.80, 2.29, 0.18, 0.16, 0.26, 0.23, 0.21, 0.07, 0.17, 0.24, 0.19, 0.52, 0.51],
  "total_charge": -2,
  "e_homo_ev": -0.175,
  "e_lumo_ha": 0.2232
}

=====

[3]
{
  "formula": "C5H11OP",
  "method": "ωB97M-V/def2-TZVPD",
  "elements": ["C", "C", "C", "C", "C", "O", "P", "H", "H", "H", "H", "H", "H", "H", "H", "H", "H", "H"],
  "positions_angstrom": [[-1.608509, -0.910275, -0.180670], [-1.885425, 0.537340, 0.377826], [0.736568, 0.219068, -0.091090], [0.982774, -0.328191, 1.272378], [1.921722, 0.254970, -1.012718], [-0.427252, -1.024592, -0.797572], [-0.473765, 1.644208, -0.116679], [-1.656380, -1.577850, 0.677677], [-2.334224, -1.052395, -0.899214], [-2.840173, 0.796007, -0.181580], [-1.755580, 0.446722, 1.472514], [0.889366, -1.365665, 1.180550], [0.307594, 0.124504, 1.926333], [2.123427, -0.109022, 1.552383], [1.687258, 0.472751, -1.998296], [2.375392, -0.714384, -1.116672], [2.617482, 1.144882, -0.626496], [-0.660275, 1.441923, -1.438668]],
  "forces_ev_per_angstrom": [[0.637, 1.502, 2.199], [0.324, -0.604, -0.808], [-2.522, -1.476, -1.567], [3.812, 1.257, -0.762], [0.883, 1.662, 1.967], [4.579, 1.816, -0.290], [0.284, -0.620, 0.836], [-0.544, -0.481, 0.105], [-1.945, -1.018, -1.334], [0.888, 0.531, 1.854], [-1.397, 0.558, -0.416], [-0.215, -1.644, 0.353], [-0.770, 0.296, 1.629], [-2.530, -0.308, -0.238], [-0.908, 0.867, -1.869], [0.712, -0.352, 0.714], [-1.092, -2.258, -0.740], [-0.198, 0.272, -1.633]],
  "nbo_charge": [-0.06, -0.74, 0.10, -0.68, -0.67, -0.61, 0.54, 0.14, 0.17, 0.26, 0.23, 0.25, 0.21, 0.22, 0.23, 0.23, 0.23, -0.04],
  "total_charge": 0,
  "e_homo_ev": -9.133,
  "e_lumo_ha": 0.0355
}

=====

[4]
{
  "formula": "C5H11OS",
  "method": "ωB97M-V/def2-TZVPD",
  "elements": ["C", "C", "C", "S", "H", "H", "H", "H", "H", "H", "H", "C", "C", "O", "H", "H", "H", "H"],
  "positions_angstrom": [[-1.352013, -0.984316, 1.754369], [0.030461, -0.321882, 1.643261], [-0.042867, 1.207758, 1.550751], [-1.087417, 1.866609, 0.195336], [-1.860872, -0.649802, 2.666614], [-1.322538, -2.075203, 1.790228], [-1.956226, -0.622656, 0.923294], [0.606839, -0.692069, 2.499092], [0.538043, -0.679290, 0.742366], [0.963865, 1.584833, 1.360496], [-0.375948, 1.612553, 2.513262], [1.598364, -0.459931, -3.081330], [0.707083, 0.255823, -2.392652], [-0.441005, -0.224725, -1.933582], [2.484730, -0.001488, -3.495250], [1.448501, -1.492727, -3.371797], [0.863929, 1.313872, -2.192321], [-0.802929, 0.362642, -1.172136]],
  "forces_ev_per_angstrom": [[0.003, 0.547, 0.040], [-0.513, -0.488, -0.155], [0.165, -0.062, 0.009], [-0.118, -0.152, 0.114], [0.079, 0.029, 0.007], [0.133, 0.006, -0.189], [-0.131, -0.264, -0.052], [0.312, 0.421, 0.059], [-0.068, -0.115, -0.009], [0.103, -0.021, 0.253], [-0.036, 0.037, -0.056], [0.168, -0.110, -0.505], [0.039, 0.162, -0.017], [-0.447, -0.391, 0.408], [0.009, 0.243, 0.130], [-0.201, -0.055, 0.267], [0.145, -0.003, 0.157], [0.358, 0.218, -0.461]],
  "nbo_charge": [-0.62, -0.41, -0.51, -0.64, 0.18, 0.18, 0.23, 0.17, 0.20, 0.19, 0.17, -0.60, 0.19, -0.76, 0.18, 0.18, 0.17, 0.49],
  "total_charge": -1,
  "e_homo_ev": -3.055,
  "e_lumo_ha": 0.1471
}

=====

[5]
{
  "formula": "C5H11OS2",
  "method": "ωB97M-V/def2-TZVPD",
  "elements": ["C", "C", "O", "C", "S", "S", "C", "C", "H", "H", "H", "H", "H", "H", "H", "H", "H", "H", "H"],
  "positions_angstrom": [[-0.595591, -2.494190, -0.143243], [0.485016, -3.183494, -1.337056], [0.687909, -4.427214, -1.181661], [-1.094194, -1.368669, -0.797271], [-1.067813, 0.361991, 0.619396], [0.644997, 1.419543, 0.811645], [0.185939, 3.036295, 0.134465], [1.179884, 4.116132, 0.538589], [-1.398361, -3.244496, 0.222553], [0.171763, -2.424685, 0.594162], [1.255174, -2.420950, -1.285212], [-0.156619, -2.877632, -2.150939], [-0.656870, -0.664689, -1.526311], [-2.283208, -1.586505, -1.065405], [0.065359, 2.966137, -1.029843], [-0.827111, 3.481575, 0.435568], [0.972154, 4.387261, 1.541696], [2.155863, 3.677724, 0.440747], [0.997317, 4.982989, 0.006722]],
  "forces_ev_per_angstrom": [[0.253, -2.599, 0.881], [-2.031, -0.246, 0.007], [0.779, -0.842, 0.274], [-3.816, 2.313, -0.122], [-1.377, -0.615, 0.311], [-0.124, 0.333, -0.228], [-1.929, 1.221, -2.219], [-0.248, -2.356, 0.383], [1.393, 1.199, -0.847], [0.170, 0.509, 0.704], [0.991, 0.404, 0.288], [-0.107, -0.080, -1.723], [0.416, -1.332, 0.068], [2.976, 1.285, 0.590], [0.518, 0.001, 1.972], [1.020, -1.434, 0.008], [0.181, 0.014, 1.295], [0.818, 0.505, -0.069], [0.117, 1.721, -1.573]],
  "nbo_charge": [-0.59, 0.11, -0.83, -0.28, -0.28, 0.07, -0.54, -0.62, 0.20, 0.23, 0.08, 0.05, 0.21, 0.20, 0.19, 0.20, 0.20, 0.20, 0.20],
  "total_charge": -1,
  "e_homo_ev": -2.850,
  "smiles": "CCSSCCC[O-]",
  "e_lumo_ha": 0.1161
}

=====

[6]
{
  "formula": "C5H11P",
  "method": "ωB97M-V/def2-TZVPD",
  "elements": ["C", "C", "C", "C", "C", "P", "H", "H", "H", "H", "H", "H", "H", "H", "H", "H", "H"],
  "positions_angstrom": [[1.583738, 1.932591, -0.004895], [1.125663, -1.264230, 1.217672], [1.299480, 0.833791, -0.609184], [-2.341273, 1.085071, 1.004961], [0.060534, -1.819602, -1.087319], [0.244004, -0.457903, 0.034824], [2.298553, 2.647934, -0.312295], [0.993961, 2.286253, 0.818836], [0.821070, -2.206067, 1.478855], [1.531488, -0.714295, 2.101986], [1.895884, 0.719763, -1.565998], [-2.611781, 0.740766, 1.965238], [-1.566651, 1.791460, 1.021508], [-3.084647, 1.244633, 0.228080], [0.982765, -2.396440, -1.503938], [-0.584599, -2.530025, -0.544109], [-0.496340, -1.733931, -2.044465]],
  "forces_ev_per_angstrom": [[-0.888, 2.127, 1.739], [1.667, 2.445, 1.948], [1.392, -1.781, -3.094], [-0.486, 0.251, -0.887], [0.204, -2.500, -3.000], [-0.853, 0.697, -0.051], [0.746, 0.419, -0.659], [-0.095, -0.130, 0.767], [-0.717, -2.407, 0.401], [-0.176, -0.308, -1.007], [-0.813, -0.621, 1.023], [-0.435, -0.711, 0.691], [1.016, 0.828, -0.126], [0.071, -0.356, 0.196], [-1.095, 1.116, 1.385], [0.480, 0.053, 0.022], [-0.018, 0.877, 0.654]],
  "nbo_charge": [-0.35, -0.84, -0.53, -0.55, -0.99, 1.02, 0.20, 0.18, 0.20, 0.21, 0.22, 0.16, 0.15, 0.17, 0.24, 0.25, 0.25],
  "total_charge": 0,
  "e_homo_ev": [-7.888, -7.120],
  "e_lumo_ha": [-0.0001, 0.0192]
}

=====

These records have calculated total energy values of -690.67476; -914.65572; -613.59402; -670.55622; -1068.62049; -538.25232 Ha, in the order they appear.
These records have ΔE to the lowest compared entry with this formula, charge and spin values of 0.0; 163.7; 281.8; 21.6; 143.2; 456.5 kJ/mol, in the order they appear.